Version one
This record from the Open Molecules 2025 dataset describes a single C3H7NOS2 molecule. The level of theory is ωB97M-V/def2-TZVPD.

Last column: Mulliken charge in e.
Cartesian coordinates (Å):
1 C 1.82492 0.48080 0.66294  -0.932
2 C 1.54268 -0.01261 -0.73153  -0.352
3 S 0.19718 -1.12399 -0.30638  -0.256
4 C -1.07935 -0.03879 -0.37993  0.465
5 S -1.10502 1.65688 -0.34635  -0.409
6 N -2.18229 -0.76286 -0.15773  -0.192
7 O -3.47156 -0.38029 0.21135  -0.365
8 H 2.02133 -0.43540 1.37271  0.297
9 H 3.00031 0.67858 0.69554  0.300
10 H 1.15394 1.19871 1.29426  0.271
11 H 2.51298 -0.70733 -1.03044  0.274
12 H 1.26165 0.77765 -1.40393  0.323
13 H -2.04465 -1.85629 0.07250  0.259
14 H -3.63209 0.52494 0.04696  0.318

SMILES   CCSC(=S)NO
Highest occupied orbital energy   -8.68 eV
LUMO level   0.49 eV



Version two
This record from the Open Molecules 2025 dataset describes a single C3H7NOS2 molecule. The level of theory is ωB97M-V/def2-TZVPD.

Last column: Mulliken charge in e.
Cartesian coordinates (Å):
1 C -0.34443 -1.50124 2.67281  -0.660
2 O -0.93886 -0.45897 1.71372  -0.295
3 C -0.08824 0.64963 1.52860  -0.290
4 S 1.29820 -0.09939 0.41676  -0.061
5 N 0.61601 -0.70850 -0.93222  -0.214
6 C -0.02955 -0.17552 -1.96957  -0.211
7 S -0.88118 1.37957 -2.26010  -0.247
8 H -0.86311 -2.69934 2.53474  0.263
9 H -0.12114 -1.25768 3.81808  0.289
10 H 0.76558 -1.80321 2.40220  0.254
11 H 0.41288 1.08746 2.44529  0.290
12 H -0.74986 1.54081 1.03771  0.232
13 H 0.19223 -1.67413 -0.62517  0.315
14 H -0.33682 -0.88288 -2.69462  0.336

SMILES   COCSNC=S
Highest occupied orbital energy   -8.55 eV
LUMO level   -0.26 eV



Version three
This record from the Open Molecules 2025 dataset describes a molecular structure, C3H7NOS2. The level of theory is ωB97M-V/def2-TZVPD.

Last column: Mulliken charge in e.
Cartesian coordinates (Å):
1 S -2.17450 -0.35904 -2.09635  -0.163
2 S -1.56374 -1.27837 0.05988  -0.047
3 C -0.49002 -0.70263 1.38845  -0.315
4 C 0.90224 -0.01454 1.49629  -0.231
5 N 1.31491 0.68197 0.27094  -0.142
6 C 2.72057 1.16227 0.21601  -0.427
7 O 3.17392 2.14009 0.93264  -0.654
8 H -1.67323 0.12726 -0.75940  0.216
9 H 2.73504 1.22996 -0.93662  0.293
10 H -0.93607 -0.97405 2.31005  0.380
11 H 1.64562 -0.81044 1.69231  0.307
12 H 0.94203 0.73216 2.24280  0.342
13 H 0.57413 1.23529 -0.20454  0.176
14 H 3.13175 0.09317 0.27693  0.265

Highest occupied orbital energy   -7.28 eV
LUMO level   -3.89 eV



Best to worst by energy: version one, version two, version three.



Version one
This record from the Open Molecules 2025 dataset describes a single C3H3NOS2 molecule. The level of theory is ωB97M-V/def2-TZVPD.

Last column: Mulliken charge in e.
Cartesian coordinates (Å):
1 S 0.47293 2.41140 -0.19182  -0.228
2 C 0.44004 0.66837 -0.35335  0.476
3 N 1.37922 -0.05719 -1.05537  -0.547
4 C 0.98270 -1.27932 -0.94863  0.078
5 O -0.14347 -1.49351 -0.24946  -0.289
6 C -0.54285 -0.18770 0.11457  0.044
7 S -1.99299 -0.02748 1.03107  -0.229
8 H -0.47422 2.54893 0.76679  0.144
9 H 1.33805 -2.21044 -1.32722  0.403
10 H -1.45942 -0.37306 2.21343  0.148

SMILES   Sc1ncoc1S
Highest occupied orbital energy   -8.74 eV
LUMO level   0.53 eV



Version two
This record from the Open Molecules 2025 dataset describes 2 unconnected molecules or ions with the total composition C3H3NOS2. The level of theory is ωB97M-V/def2-TZVPD.

Last column: Mulliken charge in e.
Cartesian coordinates (Å):
1 C -0.32360 0.83158 -0.02160  0.305
2 C 0.82957 1.61929 0.44975  -0.089
3 C -0.10743 -0.37365 0.57009  -0.049
4 H -0.60835 -1.21551 -1.33371  0.226
5 H -1.43509 1.45109 0.10546  0.261
6 H 1.08737 2.80955 0.51415  0.303
7 N 1.71471 0.81451 1.01721  -0.280
8 O 1.28906 -0.45856 0.81751  -0.108
9 S -0.53259 0.57218 -1.89242  -0.242
10 S -0.95183 -1.66853 0.70892  -0.327

Highest occupied orbital energy   -9.53 eV
LUMO level   -1.46 eV



Best to worst by energy: version one, version two.